Record 1
Entry from the OMol25 dataset: a 14-piece molecular cluster, C41H119N19O14 overall at a distorted geometry (wB97M-V/def2-TZVPD).

The geometry in XYZ format:
```
193
Properties=species:S:1:pos:R:3:forces:R:3:mulliken_charge:R:1
C -0.903 -10.038 0.917 1.02 1.87 0.09 0.63
O -1.003 -10.731 -0.025 -0.61 -3.40 -3.40 -0.62
N 0.270 -9.692 1.428 2.80 0.61 1.90 -0.36
N -1.888 -9.314 1.391 -3.98 1.98 1.94 -0.34
H 1.143 -10.008 1.032 -0.50 -0.15 0.13 0.19
H 0.294 -9.180 2.299 0.30 -0.11 -0.23 0.16
H -2.842 -9.425 1.079 0.44 -0.45 -0.26 0.18
H -1.838 -8.613 2.116 0.52 -0.28 -0.09 0.15
C 0.675 -6.258 5.889 -1.78 -1.52 -0.74 0.63
O 0.146 -7.319 5.577 0.49 -0.26 -0.26 -0.66
N 1.928 -6.003 6.080 5.17 -0.60 0.78 -0.35
N -0.006 -5.132 5.989 -2.91 1.71 0.07 -0.40
H 2.635 -6.710 5.935 -0.29 0.04 0.25 0.21
H 2.216 -5.169 6.572 0.04 -0.22 -0.38 0.16
H 0.310 -4.407 6.617 -0.52 0.01 -0.27 0.19
H -0.981 -5.345 5.830 -0.21 0.82 0.50 0.23
C 0.671 -6.229 -5.005 -1.37 4.21 0.39 0.68
O 0.223 -5.121 -4.700 0.08 -0.14 -0.26 -0.67
N 1.279 -6.488 -6.145 1.72 -1.35 -2.69 -0.37
N 0.562 -7.264 -4.223 -0.03 -3.31 2.13 -0.38
H 1.473 -7.463 -6.323 0.07 0.35 -0.36 0.15
H 1.519 -5.840 -6.882 -0.36 0.14 0.65 0.21
H 1.199 -8.033 -4.375 -0.45 -0.06 0.41 0.17
H 0.000 -7.234 -3.385 0.34 0.15 -0.24 0.20
C -5.244 -8.401 5.237 1.76 1.48 -2.03 0.67
O -4.807 -7.460 4.540 -0.93 -1.23 1.20 -0.67
N -6.507 -8.799 5.316 -2.80 -0.10 -0.15 -0.40
N -4.449 -9.229 5.924 1.42 -0.42 0.76 -0.39
H -7.207 -8.397 4.709 0.28 0.02 0.19 0.24
H -6.724 -9.686 5.748 -0.08 0.34 -0.24 0.17
H -3.455 -9.071 5.831 -0.21 -0.25 0.35 0.22
H -4.851 -9.960 6.493 0.64 0.19 -0.11 0.16
C -6.829 -2.508 -2.604 -3.97 1.77 0.35 0.69
O -8.019 -2.748 -2.512 -0.99 0.41 0.09 -0.67
N -6.242 -1.310 -2.471 1.20 1.43 0.47 -0.33
N -5.992 -3.418 -2.939 3.34 -3.17 -0.88 -0.35
H -6.708 -0.421 -2.359 -0.01 -0.53 0.24 0.17
H -5.255 -1.420 -2.288 -0.14 1.17 0.00 0.11
H -5.024 -3.151 -2.833 0.05 -1.19 -0.48 0.14
H -6.358 -4.347 -3.090 0.58 0.16 0.23 0.22
C 6.797 -3.157 3.073 0.74 0.03 0.29 -1.49
C 7.629 -3.395 4.392 -0.17 -0.87 0.76 0.42
C 8.756 -4.451 4.250 -0.98 0.08 -0.58 -0.72
O 9.237 -4.892 5.509 0.70 0.18 -0.32 -0.32
C 10.316 -5.810 5.341 0.07 -0.01 0.16 -0.74
N 8.059 -2.109 4.957 0.22 0.37 -1.43 -0.72
H 6.220 -3.993 2.678 -0.15 -0.28 0.75 0.39
H 7.406 -2.936 2.196 0.67 0.24 0.18 0.36
H 6.145 -2.288 3.169 -0.07 -0.14 0.34 0.40
H 7.016 -3.826 5.183 -0.59 -0.14 -0.24 0.27
H 9.520 -4.067 3.575 0.58 0.17 0.19 0.34
H 8.339 -5.323 3.746 -0.21 -0.22 -0.26 0.38
H 11.199 -5.373 4.873 -0.02 0.46 -0.13 0.31
H 10.051 -6.666 4.720 -0.37 -0.11 -0.08 0.30
H 10.651 -6.192 6.305 -0.37 0.18 0.13 0.27
H 8.764 -2.141 5.680 -0.15 -0.77 0.42 0.27
H 8.582 -1.715 4.187 0.10 0.82 -0.20 0.26
C 1.411 0.483 7.569 1.01 -1.16 1.06 -1.24
C 2.364 -0.130 8.678 -0.83 2.77 -0.41 0.18
C 2.595 0.964 9.779 1.05 -0.87 -0.31 -0.60
O 3.210 2.124 9.231 -0.52 0.58 1.69 -0.33
C 3.721 2.970 10.322 0.23 -0.28 -1.70 -0.75
N 1.734 -1.314 9.186 0.26 -0.45 -0.41 -0.56
H 1.813 1.382 7.102 -0.07 -0.10 0.19 0.34
H 0.471 0.674 8.088 -0.18 0.29 -0.25 0.32
H 1.256 -0.305 6.832 -0.12 0.17 -0.19 0.32
H 3.354 -0.297 8.255 -0.04 -0.42 -0.08 0.27
H 3.301 0.534 10.489 0.37 -0.32 0.24 0.37
H 1.734 1.165 10.417 -0.65 0.33 -0.44 0.35
H 3.969 3.916 9.839 0.10 -0.05 0.08 0.26
H 4.633 2.516 10.708 0.02 -0.03 0.16 0.31
H 3.043 3.196 11.145 -0.44 -0.42 -0.17 0.30
H 2.178 -1.693 10.010 -0.25 0.06 0.12 0.24
H 0.740 -1.167 9.289 0.06 -0.14 0.39 0.23
C 5.403 -1.960 -7.951 -0.99 0.39 -0.19 -1.37
C 4.214 -1.004 -7.863 -0.02 0.21 3.19 0.30
C 4.399 0.108 -6.684 1.26 -2.10 -0.95 -0.71
O 5.060 -0.483 -5.509 -1.16 0.89 -0.59 -0.37
C 4.225 -1.105 -4.493 0.25 1.16 -2.13 -0.60
N 3.847 -0.383 -9.084 -0.15 0.38 -0.62 -0.62
H 5.271 -2.554 -8.855 0.27 0.11 -0.27 0.42
H 5.325 -2.690 -7.145 0.75 0.37 0.29 0.30
H 6.284 -1.320 -7.997 0.46 -0.66 0.21 0.36
H 3.365 -1.597 -7.521 -0.24 -0.06 0.05 0.28
H 3.429 0.599 -6.603 -0.16 -0.18 0.91 0.37
H 5.092 0.880 -7.018 0.14 -0.09 -0.14 0.33
H 4.805 -0.996 -3.577 -0.38 -0.53 0.03 0.23
H 3.981 -2.102 -4.861 0.17 -0.37 0.72 0.23
H 3.290 -0.545 -4.482 -0.12 0.02 0.58 0.31
H 4.664 -0.421 -9.677 -0.16 0.24 -0.52 0.27
H 3.118 -0.957 -9.484 0.05 0.24 -0.55 0.28
C -0.903 -3.067 0.508 0.27 -0.84 1.56 -1.39
C -0.945 -1.600 0.272 0.46 -0.70 -2.53 0.36
C 0.498 -1.023 0.345 -1.23 -0.18 1.66 -0.62
O 0.454 0.202 -0.285 -0.10 0.51 -0.71 -0.28
C 1.372 1.185 0.104 -0.47 0.22 -0.30 -0.81
N -1.416 -1.468 -1.133 -0.23 0.73 0.65 -0.68
H -0.412 -3.649 -0.272 0.18 0.27 -0.09 0.34
H -1.870 -3.538 0.685 -0.09 0.25 -0.04 0.33
H -0.323 -3.139 1.427 0.09 -0.81 0.23 0.31
H -1.682 -1.147 0.936 0.39 0.43 0.07 0.30
H 1.252 -1.703 -0.051 -0.04 -0.20 -0.53 0.32
H 0.763 -0.892 1.394 0.09 0.05 0.42 0.40
H 1.107 1.625 1.066 0.07 -0.13 0.32 0.31
H 1.205 1.955 -0.649 0.65 0.17 0.07 0.25
H 2.392 0.800 0.130 0.16 0.16 -0.13 0.31
H -0.792 -2.040 -1.685 0.02 -0.27 -0.27 0.24
H -1.161 -0.523 -1.385 -0.29 0.32 -0.43 0.31
C -5.179 -1.320 4.882 -0.61 0.82 0.68 -1.43
C -6.570 -1.388 4.227 2.23 -1.15 -0.74 0.51
C -7.134 -0.086 3.685 -0.48 -2.15 0.15 -0.80
O -7.368 0.625 4.827 1.49 0.01 1.52 -0.29
C -7.813 1.895 4.628 -1.30 0.46 -0.82 -0.75
N -6.391 -2.358 3.146 -1.22 -0.30 -0.50 -0.71
H -5.256 -0.872 5.872 0.35 0.30 0.01 0.31
H -4.501 -0.759 4.238 0.16 0.08 0.12 0.32
H -4.789 -2.330 5.014 -0.03 0.01 -0.03 0.44
H -7.235 -1.801 4.985 -0.41 0.12 -0.30 0.29
H -8.079 -0.383 3.230 -0.39 0.19 -0.37 0.40
H -6.563 0.410 2.900 0.59 0.18 0.17 0.37
H -8.130 2.238 5.612 -0.15 0.55 -0.42 0.23
H -8.602 1.757 3.889 -1.09 0.74 0.26 0.32
H -7.153 2.571 4.083 0.79 0.16 0.49 0.30
H -5.637 -2.071 2.538 0.11 0.11 -0.09 0.26
H -6.107 -3.237 3.553 -0.03 -0.16 -0.13 0.25
C -1.920 -1.331 -8.663 -0.84 0.12 -0.02 -1.27
C -3.023 -0.661 -9.518 2.42 -0.11 -2.06 0.30
C -2.806 -0.985 -11.040 0.57 -0.10 -0.38 -0.70
O -1.442 -0.726 -11.472 0.38 -0.67 -0.40 -0.30
C -0.921 -1.475 -12.622 -1.16 0.10 0.81 -0.74
N -4.370 -0.933 -9.106 0.07 0.32 0.07 -0.68
H -2.317 -1.346 -7.648 0.32 0.01 0.26 0.41
H -0.981 -0.778 -8.684 -0.05 -0.16 -0.09 0.31
H -1.767 -2.370 -8.955 0.13 -0.04 -0.09 0.28
H -2.821 0.410 -9.486 -0.37 0.22 0.32 0.25
H -3.465 -0.371 -11.654 -0.24 0.08 0.08 0.33
H -3.025 -2.026 -11.274 -0.19 -0.32 0.25 0.37
H -1.415 -1.248 -13.567 -0.03 0.80 -0.04 0.30
H -1.104 -2.549 -12.574 0.01 -0.27 0.76 0.32
H 0.156 -1.330 -12.706 -0.21 0.35 0.22 0.26
H -4.534 -1.930 -9.094 -0.05 -0.26 0.01 0.26
H -4.341 -0.636 -8.142 -0.77 -0.07 0.32 0.29
C 0.356 10.346 2.667 -1.73 -1.01 0.49 -1.30
C 0.586 8.912 3.333 -0.91 2.87 -0.67 0.38
C -0.382 7.883 2.750 0.78 0.58 1.66 -0.76
O -1.732 8.271 2.991 -0.26 0.20 -1.26 -0.39
C -2.124 8.402 4.334 0.73 -0.37 0.88 -0.76
N 1.947 8.622 3.073 1.46 -1.26 -0.20 -0.70
H 0.265 10.223 1.588 0.42 -0.06 -0.16 0.31
H 1.104 11.102 2.907 0.16 -0.31 0.13 0.43
H -0.620 10.745 2.941 -0.08 0.18 0.21 0.29
H 0.415 8.991 4.407 0.08 0.02 0.11 0.21
H -0.179 6.931 3.240 -0.05 -0.30 0.10 0.40
H -0.068 7.768 1.712 -1.10 0.10 -0.40 0.45
H -2.064 9.386 4.798 0.24 0.65 -0.67 0.26
H -1.441 7.822 4.955 -0.23 -0.51 0.24 0.36
H -3.157 8.102 4.515 0.06 -0.40 -0.51 0.26
H 2.021 8.347 2.104 0.18 -0.34 -0.29 0.29
H 2.463 9.490 3.086 0.25 -0.03 0.33 0.27
C 3.009 8.889 -3.656 0.46 -0.34 -0.90 -1.33
C 4.370 8.330 -3.246 0.08 -0.98 -0.64 0.39
C 5.577 8.651 -4.142 -2.07 2.47 -1.18 -0.79
O 5.962 10.037 -3.851 2.40 -1.39 -2.00 -0.34
C 7.107 10.415 -4.761 -1.23 0.12 1.71 -0.76
N 4.644 8.731 -1.912 0.88 0.29 1.31 -0.74
H 2.775 8.558 -4.668 0.06 0.25 -0.25 0.35
H 3.049 9.978 -3.627 -0.22 0.02 0.00 0.29
H 2.179 8.501 -3.066 0.33 0.15 0.44 0.36
H 4.363 7.241 -3.291 -0.51 -0.29 0.20 0.33
H 5.138 8.732 -5.136 0.28 -0.45 -0.56 0.38
H 6.369 7.903 -4.192 0.31 0.23 0.67 0.43
H 6.920 10.363 -5.834 -0.80 0.14 0.05 0.30
H 7.988 9.785 -4.632 -0.05 -0.14 0.59 0.31
H 7.304 11.431 -4.420 0.27 -0.07 -0.41 0.24
H 5.626 8.513 -1.823 0.40 -0.62 0.87 0.28
H 4.779 9.732 -1.950 -0.59 0.61 0.12 0.31
C -7.879 4.926 -0.811 0.79 -0.11 0.23 -1.48
C -7.268 4.633 -2.162 0.98 0.44 -0.23 0.58
C -5.708 4.522 -2.174 -1.23 -0.60 0.46 -0.76
O -5.239 4.017 -3.433 -0.94 1.04 0.95 -0.30
C -3.869 4.204 -3.593 0.78 -0.49 -1.31 -0.74
N -7.907 3.453 -2.721 0.25 0.27 -0.25 -0.70
H -7.805 4.036 -0.186 -0.29 0.02 0.11 0.37
H -8.910 5.248 -0.956 -0.04 -0.18 0.22 0.38
H -7.332 5.732 -0.321 -0.07 0.13 0.10 0.36
H -7.476 5.538 -2.733 -0.03 0.13 -0.61 0.18
H -5.376 3.892 -1.349 0.06 -0.56 0.02 0.35
H -5.331 5.507 -1.897 0.28 0.31 -0.57 0.39
H -3.312 3.319 -3.285 0.23 0.19 0.93 0.25
H -3.493 5.163 -3.234 0.00 -0.15 0.55 0.32
H -3.623 4.207 -4.655 -0.43 0.19 -0.34 0.27
H -8.853 3.747 -2.920 -0.42 -0.33 0.02 0.26
H -7.493 3.321 -3.633 0.13 -0.36 -0.26 0.27
```
Positions in Å, forces in eV/Å.

Summary:
charge: 0
2S+1: 1
orbital gap: 8.783 eV

***

Record 2
Entry from the OMol25 dataset: a single C10H20N2O4 molecule at a distorted geometry (wB97M-V/def2-TZVPD).

The geometry in XYZ format:
```
36
Properties=species:S:1:pos:R:3:forces:R:3:mulliken_charge:R:1
C -1.991 -2.475 -2.910 -2.09 1.28 1.72 -1.19
C -2.444 -0.969 -2.465 0.39 -1.61 -1.00 -0.64
C -1.724 -0.234 -1.257 -2.05 -1.31 -0.93 -0.13
C -2.904 0.612 -0.749 1.50 0.05 2.94 -1.21
C -0.584 0.667 -1.683 2.31 -0.73 1.23 -0.14
N 0.387 -0.155 -2.427 -0.68 -1.64 1.02 -0.63
C 0.075 1.329 -0.426 -1.67 -0.32 0.40 0.08
O -0.410 2.374 0.002 1.40 -0.78 -0.08 -0.65
N 0.960 0.519 0.283 2.32 0.09 0.41 -0.10
C 1.828 1.068 1.416 -3.97 2.43 -2.02 -0.01
C 3.089 0.347 1.350 3.33 -1.44 1.64 0.35
O 3.467 -0.443 0.518 -0.79 0.61 -0.18 -0.61
O 3.891 0.528 2.479 -1.00 0.57 -1.03 -0.44
C 1.016 0.860 2.682 1.69 0.27 3.06 0.10
C 1.114 -0.658 3.168 1.44 3.42 1.56 -1.22
O 1.522 1.733 3.814 -0.51 -0.72 -1.03 -0.59
H -2.286 -2.720 -3.915 -0.67 -0.14 -0.24 0.37
H -0.994 -2.340 -2.968 3.65 0.01 -0.36 0.36
H -2.135 -3.334 -2.195 -0.45 1.13 -0.58 0.29
H -3.503 -0.988 -2.185 0.30 -0.19 -0.41 0.33
H -2.362 -0.333 -3.398 0.02 -0.59 1.04 0.24
H -1.331 -0.878 -0.486 -0.14 -0.83 0.21 0.58
H -3.940 0.195 -0.809 1.23 0.10 0.48 0.37
H -2.802 1.382 -1.459 -0.87 1.79 -0.32 0.36
H -2.557 0.959 0.312 -1.39 -0.07 -1.85 0.23
H -1.083 1.449 -2.165 0.09 1.41 -1.54 0.57
H 0.393 -1.009 -1.781 0.88 1.27 -1.81 0.25
H 1.337 0.188 -2.650 -1.01 0.00 0.68 0.30
H 1.579 -0.218 -0.138 -1.52 1.00 -0.37 0.33
H 1.905 2.197 1.223 0.36 -1.45 0.36 0.40
H 4.704 0.015 2.346 -0.22 0.01 -0.13 0.37
H 0.006 1.340 2.735 0.58 -1.23 -1.27 0.38
H 0.505 -1.259 2.636 -2.15 -1.95 -1.97 0.36
H 0.634 -0.478 4.149 0.89 -1.05 -0.01 0.38
H 2.163 -1.118 3.120 -1.51 1.03 0.65 0.25
H 2.474 1.843 3.833 0.30 -0.41 -0.26 0.32
```
Positions in Å, forces in eV/Å.

Summary:
structure (SMILES): CC[C@H](C)[C@H](N)C(=O)N[C@H](C(=O)O)[C@@H](C)O
charge: 0
2S+1: 1
orbital gap: 9.595 eV

***

Record 3
Entry from the OMol25 dataset: a 2-piece molecular cluster, C2H2BrCl3 overall at a distorted geometry (wB97M-V/def2-TZVPD).

The geometry in XYZ format:
```
8
Properties=species:S:1:pos:R:3:forces:R:3:mulliken_charge:R:1
C 0.161 -0.065 0.789 -1.18 -1.26 0.76 0.17
C -0.407 0.177 -0.600 0.07 -0.89 -1.55 -0.43
Cl 1.797 0.282 1.321 0.03 0.01 -1.04 -0.08
Cl -0.927 0.993 1.735 -0.50 0.25 0.39 -0.12
Cl 0.094 1.596 -1.386 -0.06 -0.33 0.12 0.01
Br 0.860 -1.801 -2.160 -0.98 1.34 1.26 -0.26
H -0.060 -1.098 1.150 0.14 0.82 -0.70 0.31
H -1.519 -0.085 -0.848 2.46 0.06 0.76 0.41
```
Positions in Å, forces in eV/Å.

Summary:
charge: 0
2S+1: 1
orbital gap (alpha / beta): 7.826 / 7.114 eV

***

Record 4
Entry from the OMol25 dataset: a 2-piece molecular cluster, CH4OS3 overall at a distorted geometry (wB97M-V/def2-TZVPD).

The geometry in XYZ format:
```
9
Properties=species:S:1:pos:R:3:forces:R:3:mulliken_charge:R:1
C 0.451 -0.214 1.045 -0.03 -1.63 -2.54 -0.64
O -0.206 1.664 -3.515 1.01 0.10 -0.45 -0.37
S -2.862 1.570 -2.850 -0.46 0.15 -0.44 -0.12
S -1.365 -0.373 0.986 0.04 0.38 -0.26 -0.16
S -1.504 1.887 -4.106 -0.54 -0.27 0.93 0.49
H 0.787 0.219 1.931 0.49 0.64 1.50 0.28
H 0.676 0.454 0.186 0.33 -0.64 0.69 0.20
H 0.920 -1.245 0.884 -0.55 1.59 0.23 0.23
H -1.482 0.530 -0.016 -0.27 -0.34 0.34 0.09
```
Positions in Å, forces in eV/Å.

Summary:
charge: 0
2S+1: 1
orbital gap: 6.948 eV